# 1
Here is a cluster of 2 separate species, C2H6ClO5S in total from OMol25. Energies are from the ωB97M-V functional and the def2-TZVPD basis.

```
! RIJCOSX wB97M-V def2-TZVPD def2/J DEFGRID3
* xyz -1 1
Cl 0.80338 -2.91161 -1.58407
H -0.09491 0.18860 -0.29490
H -1.74284 2.57989 0.75607
S 0.17165 1.23236 1.68869
C 0.59902 1.01054 -0.11888
O 2.13352 -3.43403 -1.85341
H -2.07472 1.85880 2.43466
O -0.13947 -3.80049 -2.17897
H 1.57529 0.53299 -0.20215
O 0.44906 -2.66610 -0.18621
C -1.68807 1.72096 1.42491
H -2.02126 0.77496 0.99810
O 0.73550 2.60598 2.04982
O 0.76723 -1.57323 -2.16189
H 0.52656 1.88041 -0.77171
*
```

The relative energy (zero: lowest compared OMol25 entry of this formula, charge and spin) is 16.8 kcal/mol. The value obtained for the calculated total energy is -35759.8069 eV.

Löwdin atomic charge list, values in e, 6 entries: atom 1 (Cl): 0.63, atom 2 (H): 0.02, atom 3 (H): 0.05, atom 4 (S): 0.86, atom 5 (C): -0.25, atom 6 (O): -0.39

---

# 2
Here is a structure of composition C14H42InO7S7 from OMol25. Energies are from the ωB97M-V functional and the def2-TZVPD basis.

```
! RIJCOSX wB97M-V def2-TZVPD def2/J DEFGRID3
* xyz 3 1
H 16.01326 -5.15712 -17.97634
C 15.80255 -4.30208 -17.33400
H 13.97489 -3.22751 -15.09782
H 9.02103 -11.90743 -26.36143
C 11.16257 -13.36404 -24.64742
S 15.33917 -7.20171 -22.83626
C 8.27434 -16.02822 -20.01740
H 14.45556 -9.15077 -24.01391
C 9.47938 -4.61423 -23.04151
S 9.80406 -15.93749 -19.01373
S 9.87879 -12.14259 -24.08117
H 8.27370 -2.54434 -21.34685
O 8.44515 -6.68888 -15.45143
S 8.32125 -5.06571 -21.71529
In 11.64348 -9.62629 -18.22090
C 15.69838 -5.65210 -23.79477
H 15.92995 -4.67901 -16.31922
C 16.89190 -14.13626 -19.29993
H 7.45213 -15.46726 -19.57312
O 14.22857 -6.99583 -21.77638
O 14.97187 -12.74079 -20.47461
H 10.51955 -4.53132 -22.72642
H 6.72219 -4.08682 -15.29196
H 10.93361 -13.86814 -25.58634
O 13.16729 -4.81628 -17.22527
C 14.55902 -8.10034 -24.28592
O 10.25074 -14.48860 -19.01794
H 8.33267 -15.58758 -17.04239
H 10.49495 -11.01120 -26.26978
C 9.59356 -11.25126 -25.70589
H 11.28575 -14.15740 -23.91019
O 9.17263 -6.15276 -21.03894
H 12.13923 -12.91225 -24.82097
S 14.08441 -3.60345 -17.52023
H 14.99917 -2.02255 -15.83627
H 13.53006 -7.77021 -24.42858
H 13.19013 -1.96328 -16.05779
C 9.13390 -16.26505 -17.33761
H 7.96242 -17.06819 -20.11363
O 10.65712 -11.16791 -23.19764
H 16.41082 -14.09068 -18.32291
H 8.24969 -4.14899 -14.19662
H 17.37592 -12.76032 -21.77253
H 16.30848 -4.96782 -23.20516
H 9.06858 -10.31713 -25.50613
H 9.11611 -3.68613 -23.48283
H 9.70876 -3.21814 -20.69969
H 16.68179 -13.81943 -22.95859
H 8.23598 -7.59264 -12.84792
H 8.61164 -17.22175 -17.34655
H 8.46635 -15.59272 -20.99800
H 17.49128 -13.22630 -19.27140
H 9.41486 -5.32988 -23.86114
S 7.18958 -6.32927 -14.63729
H 8.13650 -5.92210 -12.31696
H 8.16594 -3.36049 -19.81307
H 9.96632 -16.23516 -16.63456
H 15.08304 -7.91218 -25.22299
C 17.06436 -13.79160 -21.93831
H 17.46794 -15.06151 -19.31402
C 7.26219 -4.53085 -14.45570
H 6.64430 -6.78934 -12.32334
H 6.61726 -4.28046 -13.61341
H 14.72849 -5.16514 -23.89610
S 15.72186 -14.05188 -20.69501
H 17.96264 -14.40811 -21.90505
H 16.15235 -5.91342 -24.75066
H 16.59704 -3.57304 -17.49336
C 14.07858 -2.58934 -15.97537
C 7.59791 -6.70892 -12.84512
C 8.63973 -3.40917 -20.79350
*
```

The relative energy (zero: lowest compared OMol25 entry of this formula, charge and spin) is 0.0 kcal/mol. The value obtained for the calculated total energy is -110514.3005 eV.

Löwdin atomic charge list, values in e, 6 entries: atom 1 (H): 0.05, atom 2 (C): -0.23, atom 3 (H): 0.07, atom 4 (H): 0.06, atom 5 (C): -0.23, atom 6 (S): 0.92

---

# 3
Here is a cluster of 3 separate species, C4H13NO2 in total from OMol25. Energies are from the ωB97M-V functional and the def2-TZVPD basis.

```
! RIJCOSX wB97M-V def2-TZVPD def2/J DEFGRID3
* xyz 0 1
O 2.25154 -1.49660 2.02860
H -0.26048 2.10530 2.35993
H -1.74926 -1.01777 -0.83457
H 0.84666 0.74843 2.21273
C -1.70146 1.59608 -0.06438
H 2.00015 -1.21721 2.90852
H -0.47828 0.04539 -3.55567
H -2.05839 2.50493 0.41867
H 3.14829 -1.15034 1.91379
H 1.00704 -0.28663 0.02586
C -0.73907 -1.21730 -0.51157
O 0.17355 -0.51240 -3.15421
H -0.33040 -1.62338 -1.43065
H -2.53056 0.93307 -0.31005
N 0.09704 -0.01654 -0.31147
C 0.03586 1.28982 1.72112
H -0.63199 -1.91591 0.31354
C -0.55096 0.88172 0.60540
H -1.33205 1.90655 -1.04269
H 0.33962 0.03934 -2.36079
*
```

The relative energy (zero: lowest compared OMol25 entry of this formula, charge and spin) is 32.0 kcal/mol. The value obtained for the calculated total energy is -9942.8106 eV.

Löwdin atomic charge list, values in e, 6 entries: atom 1 (O): -0.06, atom 2 (H): 0.05, atom 3 (H): 0.08, atom 4 (H): 0.04, atom 5 (C): -0.05, atom 6 (H): 0.03

---

# 4
Here is the ion C6H8N with charge +1 from OMol25. Energies are from the ωB97M-V functional and the def2-TZVPD basis.

```
! RIJCOSX wB97M-V def2-TZVPD def2/J DEFGRID3
* xyz 1 1
C 1.62853 -1.17103 -1.71118
H -2.15123 -1.81984 0.94917
N 0.68980 -0.75931 -0.92096
H -1.55102 0.36116 2.07233
H -0.24121 -2.57782 -0.68954
H 1.30085 1.29673 -0.84549
C -1.24491 -1.22382 0.67208
C 0.43888 0.62286 -0.78705
H 2.48352 -0.59153 -2.00835
C -0.04419 0.91850 0.61941
C -0.31081 -1.62552 -0.36092
C -0.98886 -0.03002 1.19982
H -0.41049 0.96805 -1.42232
H 0.85187 1.08223 1.29171
H -0.76170 1.82206 0.59511
*
```

The relative energy (zero: lowest compared OMol25 entry of this formula, charge and spin) is 140.8 kcal/mol. The value obtained for the calculated total energy is -7829.5810 eV.

Löwdin atomic charge list, values in e, 6 entries: atom 1 (C): 0.27, atom 2 (H): 0.15, atom 3 (N): -0.14, atom 4 (H): 0.15, atom 5 (H): 0.10, atom 6 (H): 0.15

---

# 5
Here is a cluster of 2 separate species, CH4O2S in total from OMol25. Energies are from the ωB97M-V functional and the def2-TZVPD basis.

```
! RIJCOSX wB97M-V def2-TZVPD def2/J DEFGRID3
* xyz 0 1
H 2.25390 -1.02357 -0.42199
H -0.74412 0.01147 -1.34830
H -2.28113 0.65742 0.90477
H 2.14565 0.25768 1.03658
O -2.06673 0.82415 -0.02859
O -0.73086 -0.91533 0.42952
S 2.55227 0.26560 -0.23800
C -1.12898 -0.07741 -0.33400
*
```

The relative energy (zero: lowest compared OMol25 entry of this formula, charge and spin) is 1.1 kcal/mol. The value obtained for the calculated total energy is -16032.0263 eV.

Löwdin atomic charge list, values in e, 6 entries: atom 1 (H): -0.21, atom 2 (H): 0.13, atom 3 (H): 0.12, atom 4 (H): -0.21, atom 5 (O): 0.08, atom 6 (O): 0.04

---

# 6
Here is the molecule C4H7NO from OMol25. Energies are from the ωB97M-V functional and the def2-TZVPD basis.

```
! RIJCOSX wB97M-V def2-TZVPD def2/J DEFGRID3
* xyz 0 1
H 1.67529 -0.80095 -1.53529
H -2.58246 0.75147 1.31879
N -0.80979 -0.02271 0.52862
C 1.27647 -0.42734 -0.59102
C -0.19791 -0.19117 -0.56346
C 2.16207 0.34096 0.29490
C -2.24749 0.14995 0.46932
H 1.70251 1.06405 0.96797
H -2.72168 -0.83387 0.55762
O 1.85186 -1.00942 0.56425
H 3.19122 0.53813 -0.00556
H -0.70491 -0.17771 -1.54251
H -2.59518 0.61860 -0.46363
*
```

The relative energy (zero: lowest compared OMol25 entry of this formula, charge and spin) is 61.4 kcal/mol. The value obtained for the calculated total energy is -7796.9801 eV.

Löwdin atomic charge list, values in e, 6 entries: atom 1 (H): 0.14, atom 2 (H): 0.07, atom 3 (N): 0.00, atom 4 (C): -0.28, atom 5 (C): -0.14, atom 6 (C): -0.12

---

# 7
Here is a cluster of 3 separate species, C38H74BFN5O5 in total from OMol25. Energies are from the ωB97M-V functional and the def2-TZVPD basis.

```
! RIJCOSX wB97M-V def2-TZVPD def2/J DEFGRID3
* xyz 1 1
C -2.35043 -0.99436 -2.10986
C -0.81814 -3.26281 10.83274
C -4.97925 0.63543 3.40821
H -5.96701 -1.21676 3.99864
H 3.09996 -0.12163 -9.82065
H 6.22405 3.94354 -6.61629
N 5.25245 2.56062 -9.55443
H 1.72184 -1.16897 -4.47316
H -2.99956 -3.00610 11.03581
N 1.86345 0.20641 -6.08530
N 0.44044 -2.57368 11.22211
H 0.43312 -2.77059 13.47961
H -0.67265 1.58551 -4.19321
H 0.20500 -2.68298 -0.10134
C -0.16416 -3.04419 0.90269
H 3.22334 2.26040 -9.95650
C -2.09360 -2.34069 10.96409
H 1.99564 -3.26806 1.52819
C -0.21547 0.71505 -4.67634
C 3.99882 0.33102 -9.38883
H -1.45431 2.56918 -1.92496
C 2.43278 -1.45874 10.90757
H 6.70718 4.43083 -8.24240
O 7.44997 2.60503 -7.52072
C -1.45307 -2.20233 1.37703
N -3.09850 3.48630 -0.83187
B -3.87398 2.28828 -0.46316
C -3.00094 0.32401 -1.97926
H 4.34598 1.55394 -11.10641
H 3.30113 -0.94838 10.44668
C -3.87594 -0.32796 2.76899
H 2.79628 -1.42794 13.20996
H -4.11111 -1.30124 5.52092
C 8.49170 2.78313 -8.46781
H -1.17758 2.70740 -0.09277
H -1.50215 -2.61434 -1.24042
H 1.31368 -1.66736 1.93172
C -2.00108 -1.23687 0.28860
C 4.16607 1.70886 -10.03861
O 5.05602 -0.57640 -9.67070
O -1.21817 0.18455 -5.53403
H 6.12649 2.06828 -9.68984
H -3.41011 0.91529 -2.83428
C -2.25651 -1.52677 9.59980
C -2.89339 -0.12044 9.97567
H 5.92586 -0.13435 -7.81696
H -2.25396 -1.42767 -3.13840
H -4.22281 4.87992 0.38304
H 0.01393 0.01429 -3.86407
H 8.86168 3.81180 -8.45944
H 1.06146 -2.04394 9.15062
H -2.72967 1.89942 9.10206
H 1.29452 -0.29051 -6.75938
H -4.37837 -1.01293 2.03495
H -3.91899 -0.32269 10.37780
H 1.62224 -1.71771 -8.23718
H 3.80821 -1.58491 -6.66601
H -2.01975 0.55884 8.05782
H 1.64947 1.79494 -4.74450
H -0.73889 -3.55823 9.75088
H -3.05685 0.60050 6.18914
C 2.02277 -2.68148 -7.90879
H -1.23906 -1.38875 9.13322
C 0.89630 -2.42543 12.53643
H -2.51457 5.37852 -0.07368
H -2.87709 -2.10353 8.85923
C -2.63590 0.06691 0.55562
H 4.30173 3.64483 -8.03859
H -3.18113 1.64738 2.08210
C -1.03589 -1.17610 -5.89710
C 2.46603 -0.75678 -5.16603
C -2.81839 0.59401 2.00487
H -3.34562 -0.90418 3.56403
H -2.27735 0.27637 10.82607
C -1.64849 3.17938 -1.00209
H 3.81164 0.39054 -8.31044
H -4.54517 1.69309 5.94964
H 4.91816 2.06219 -7.51823
C -4.14827 0.74188 6.39457
O 2.07196 -2.75226 -6.49107
H 3.24143 -0.25441 -4.57964
C 2.15232 -1.70395 12.34090
H -0.35543 -4.14651 0.91790
C -4.89340 -0.53218 5.78487
H 3.62375 -2.55154 -5.20105
H -4.87784 1.70697 8.26676
H -6.73463 0.26299 4.70168
H -5.52454 -0.99397 6.58441
H 8.15774 2.51605 -9.47451
H -2.02050 -1.60606 -6.09468
H 3.01132 -2.84290 -8.34609
C 1.24876 -2.04086 10.24394
H -2.76638 4.14785 1.23719
C -2.88234 0.84998 8.71747
C 6.19129 -0.44798 -8.83031
C -3.16751 4.52337 0.24884
C 1.05548 -2.76271 1.89246
C -4.28941 0.79590 7.98983
H -0.46206 -1.25053 -6.82125
C -5.74874 -0.22665 4.49836
O -5.17661 2.29417 0.02796
H -5.47777 3.19245 0.25299
H -4.51079 1.56442 3.83140
H -1.79803 0.58238 2.48509
H -0.91049 -4.17602 11.48602
H 6.67806 -1.42375 -8.77187
C 5.12783 2.93529 -8.14774
C 6.41031 3.57412 -7.62954
H -4.84687 -0.10200 8.36997
H -0.55756 -1.75871 -5.10383
H 1.35426 -3.46635 -8.26338
F -1.09385 -1.59001 2.58254
N -1.90235 -1.69689 -1.01766
H -5.70173 0.93747 2.59557
H 0.69003 1.89414 -6.21105
C 1.02605 1.20859 -5.42797
H 6.91226 0.24545 -9.26699
H -2.10066 -1.68491 11.86822
C -3.13920 0.85604 -0.59803
C 3.08436 -1.92707 -5.91965
H 0.83014 -3.16873 2.91560
H -2.26385 -2.96065 1.58736
H 9.31104 2.11775 -8.19458
H -1.10195 4.15312 -1.17353
*
```

The relative energy (zero: lowest compared OMol25 entry of this formula, charge and spin) is 68.6 kcal/mol. The value obtained for the calculated total energy is -61677.7026 eV.

Löwdin atomic charge list, values in e, 6 entries: atom 1 (C): 0.01, atom 2 (C): -0.15, atom 3 (C): -0.19, atom 4 (H): 0.11, atom 5 (H): 0.11, atom 6 (H): 0.12

---

# 8
Here is the molecule C5H11NSi from OMol25. Energies are from the ωB97M-V functional and the def2-TZVPD basis.

```
! RIJCOSX wB97M-V def2-TZVPD def2/J DEFGRID3
* xyz 0 1
C 2.37673 -1.94632 -1.31448
H -0.13860 1.79643 -1.78590
H -2.02814 -0.71282 -1.59369
C -0.37872 0.84955 1.93560
H 2.84040 -2.60525 -2.06696
H 1.34918 0.88658 -1.45404
H 1.39712 -1.19901 1.43333
H 0.41860 0.42924 2.53117
Si -0.40772 0.18278 0.21356
H -1.41997 0.51859 2.56767
H 0.83191 2.22724 -0.31998
H -2.58128 0.51898 -0.68877
H -0.58805 1.87488 2.08036
C 0.49010 1.42199 -0.96015
C -2.06485 -0.35081 -0.63005
H -2.57915 -1.08919 -0.06900
N 0.85339 -1.13158 0.56235
C 1.62905 -1.67128 -0.44102
*
```

The relative energy (zero: lowest compared OMol25 entry of this formula, charge and spin) is 54.5 kcal/mol. The value obtained for the calculated total energy is -14729.3706 eV.

Löwdin atomic charge list, values in e, 6 entries: atom 1 (C): 0.05, atom 2 (H): 0.02, atom 3 (H): 0.00, atom 4 (C): -0.19, atom 5 (H): 0.03, atom 6 (H): 0.03

---

The evaluated F_max for the records listed, in turn: 4.147 3.597 1.992 4.160 0.691 0.483 4.609 5.246 eV/A.